{
  "formula": "C35H52N6O3SbSi3Ti",
  "method": "the ωB97M-V functional and the def2-TZVPD basis",
  "relative_energy_kcal_mol": 114.1,
  "homo_energy_ev": -15.79,
  "max_force_ev_per_a": 0.79,
  "e_lumo_ev": -9.07,
  "orbital_gap_ev": 6.72,
  "total_charge": 3,
  "symbols": ["Ti", "C", "Sb", "C", "C", "C", "C", "C", "C", "N", "Si", "C", "C", "C", "C", "C", "C", "C", "C", "C", "N", "Si", "C", "C", "C", "Si", "C", "C", "C", "H", "H", "H", "H", "H", "H", "H", "H", "H", "H", "H", "H", "H", "H", "H", "H", "H", "H", "H", "H", "H", "H", "H", "H", "H", "H", "H", "H", "H", "H", "H", "H", "H", "H", "H", "H", "H", "H", "O", "O", "C", "N", "C", "C", "O", "H", "H", "H", "H", "H", "H", "H", "N", "C", "C", "C", "C", "C", "C", "C", "N", "C", "C", "N", "C", "H", "H", "H", "H", "H", "H", "H"],
  "xyz": [[0.38197, 0.51943, -0.36829], [-2.61641, 1.54745, 3.67506], [-1.51188, 0.60539, 2.16250], [0.58278, 0.70685, 1.67350], [0.96431, -0.20543, 2.79099], [2.14213, -0.91339, 2.98047], [2.30856, -1.62241, 4.16346], [1.30469, -1.61827, 5.12691], [0.13167, -0.94817, 4.84761], [-0.03103, -0.27013, 3.70915], [1.22416, 2.56135, 2.02206], [1.30716, 3.52152, 0.41665], [2.91098, 2.45766, 2.82691], [0.05338, 3.44942, 3.16953], [-2.53337, -1.00337, 1.16944], [-1.76389, -1.63738, 0.04960], [-2.37972, -2.66051, -0.68310], [-1.68304, -3.39973, -1.61199], [-0.32996, -3.13676, -1.82863], [0.21820, -2.08245, -1.14971], [-0.48289, -1.32168, -0.26652], [-4.22009, -0.22283, 0.42687], [-4.81295, 1.25857, 1.39532], [-3.82727, 0.27736, -1.33455], [-5.63902, -1.43073, 0.43423], [-2.85198, -2.48491, 2.46448], [-1.19163, -3.25869, 2.86939], [-3.67167, -1.71822, 3.95901], [-3.86686, -3.90714, 1.81332], [-2.84470, 2.55509, 3.33530], [-1.99460, 1.56974, 4.56435], [-3.52573, 0.98475, 3.84862], [2.92102, -0.90680, 2.23278], [3.22244, -2.17320, 4.33774], [1.42021, -2.14045, 6.06461], [-0.69665, -0.93754, 5.54365], [1.85217, 3.03981, -0.40290], [1.86457, 4.43602, 0.63456], [0.31801, 3.82212, 0.06684], [3.72086, 2.60018, 2.11359], [3.10103, 1.54540, 3.39040], [2.97798, 3.28278, 3.53713], [-0.90594, 3.68566, 2.70967], [0.52787, 4.40350, 3.41472], [-0.10448, 2.93711, 4.11998], [-3.41777, -2.88048, -0.49529], [-2.18186, -4.18975, -2.15655], [0.27028, -3.72255, -2.50818], [1.25853, -1.80136, -1.29640], [-4.13961, 2.11248, 1.43045], [-5.17638, 1.02693, 2.39589], [-5.69123, 1.59205, 0.83376], [-2.83729, 0.72468, -1.44392], [-4.55797, 1.02590, -1.64446], [-3.91226, -0.56109, -2.02546], [-5.88737, -1.81844, 1.42166], [-5.53578, -2.26561, -0.25555], [-6.50947, -0.86067, 0.10190], [-0.81458, -2.97399, 3.84457], [-0.41230, -3.04967, 2.13023], [-1.32124, -4.34168, 2.88885], [-2.96085, -1.25728, 4.64607], [-4.18139, -2.50288, 4.52043], [-4.43457, -0.98048, 3.70427], [-3.32441, -4.51357, 1.09013], [-4.85794, -3.68907, 1.43263], [-3.99860, -4.54323, 2.69348], [-0.98611, 1.62696, -0.30834], [-1.80431, 2.04721, 0.73851], [-1.12119, 0.23505, -4.87819], [-0.83972, 1.54693, -4.30363], [-1.25138, 2.70740, -5.09791], [-0.24640, 1.69201, -3.15508], [0.15722, 0.72326, -2.43910], [-2.15562, 0.22263, -5.21807], [-0.96550, -0.53196, -4.12564], [-0.46583, 0.06723, -5.73265], [-2.33476, 2.69887, -5.20532], [-0.78734, 2.64731, -6.08112], [-0.93560, 3.62145, -4.60345], [-0.10184, 2.72171, -2.81696], [8.48510, -0.08369, -7.36353], [7.78287, -0.00251, -6.46138], [6.90421, 0.09528, -5.33019], [7.11279, 1.08222, -4.36964], [6.25844, 1.17625, -3.28449], [5.21541, 0.27109, -3.17676], [4.99968, -0.72488, -4.11583], [5.84943, -0.80661, -5.20566], [4.32685, 0.37270, -2.05034], [4.69843, 0.54513, -0.73752], [3.54919, 0.61256, -0.02295], [2.46705, 0.48653, -0.87930], [2.99586, 0.34728, -2.09836], [7.93274, 1.77614, -4.48068], [6.39834, 1.95814, -2.55099], [4.20662, -1.44978, -3.99023], [5.71190, -1.57429, -5.95348], [5.73148, 0.58490, -0.44259], [3.42667, 0.75666, 1.03215], [2.43895, 0.25363, -3.01450]],
  "atomic_forces_ev_per_a": [[0.638, -0.344, -0.312], [0.020, 0.130, -0.039], [-0.281, 0.066, 0.261], [0.112, 0.284, -0.126], [-0.041, -0.024, -0.148], [-0.025, 0.009, 0.141], [-0.108, 0.055, 0.001], [0.045, 0.054, -0.059], [0.026, 0.024, 0.194], [0.144, -0.372, -0.373], [-0.047, -0.065, 0.015], [-0.001, -0.027, -0.091], [-0.075, 0.006, -0.052], [0.086, -0.005, 0.005], [0.050, -0.083, -0.047], [-0.068, 0.003, 0.085], [0.038, -0.010, -0.003], [0.058, 0.029, 0.003], [0.088, 0.094, 0.111], [-0.034, -0.140, -0.118], [-0.125, -0.087, -0.002], [-0.037, 0.042, -0.025], [-0.024, -0.004, -0.044], [0.077, 0.009, 0.058], [0.065, 0.035, 0.044], [0.021, -0.003, 0.029], [-0.006, 0.011, -0.172], [-0.023, -0.003, -0.061], [-0.010, 0.078, 0.039], [-0.040, -0.017, 0.065], [0.008, 0.015, 0.025], [0.010, 0.033, 0.029], [-0.004, -0.010, -0.003], [0.032, -0.019, 0.011], [0.008, -0.016, 0.026], [-0.044, -0.041, 0.016], [-0.029, -0.006, 0.048], [0.007, 0.050, 0.014], [0.030, -0.013, 0.019], [0.044, 0.010, -0.047], [-0.015, -0.025, 0.031], [0.001, 0.057, 0.047], [0.003, -0.010, -0.018], [-0.006, 0.033, 0.010], [0.009, -0.022, 0.016], [-0.054, 0.001, 0.021], [-0.015, -0.033, -0.023], [-0.002, -0.024, -0.014], [-0.064, -0.016, -0.025], [-0.008, -0.008, -0.008], [0.010, -0.029, 0.023], [-0.021, 0.013, -0.010], [-0.060, -0.015, 0.018], [-0.059, 0.024, -0.018], [0.002, -0.060, -0.029], [0.004, 0.030, 0.027], [0.013, -0.078, -0.022], [-0.038, 0.060, -0.057], [0.045, 0.023, 0.105], [0.001, 0.026, 0.022], [-0.001, -0.037, -0.008], [0.025, 0.065, 0.017], [0.025, -0.060, 0.029], [-0.043, -0.029, -0.026], [0.029, -0.015, -0.037], [-0.035, 0.006, -0.035], [-0.016, -0.037, 0.059], [-0.283, 0.247, 0.136], [-0.117, 0.111, -0.020], [-0.020, -0.022, 0.016], [0.072, 0.059, 0.101], [0.014, -0.019, 0.002], [-0.127, 0.083, -0.109], [0.191, -0.025, 0.282], [0.018, -0.028, 0.000], [0.003, -0.014, -0.043], [-0.017, -0.034, 0.002], [0.015, 0.032, -0.026], [-0.024, 0.024, 0.003], [-0.021, 0.039, -0.012], [-0.031, -0.060, -0.020], [0.095, -0.012, -0.152], [-0.025, 0.025, 0.097], [-0.046, -0.030, 0.009], [-0.047, -0.026, 0.015], [0.015, -0.026, -0.096], [-0.029, -0.015, -0.009], [0.114, 0.024, -0.045], [-0.014, 0.026, 0.036], [-0.110, 0.014, 0.035], [-0.033, -0.014, 0.094], [0.096, -0.003, 0.052], [0.073, -0.001, 0.073], [-0.122, 0.034, -0.161], [0.033, 0.020, -0.006], [-0.011, 0.010, 0.041], [-0.028, 0.004, 0.024], [0.000, -0.017, -0.004], [0.034, 0.004, 0.035], [0.001, 0.006, 0.032], [0.019, -0.009, 0.006]],
  "lowdin_charge": [1.07, -0.18, 1.66, -0.43, -0.41, -0.01, 0.01, -0.01, -0.10, -0.02, 0.52, -0.16, -0.14, -0.16, -0.44, -0.36, -0.03, 0.03, 0.00, -0.10, -0.02, 0.51, -0.17, -0.14, -0.16, 0.52, -0.14, -0.15, -0.15, 0.04, 0.04, 0.01, 0.11, 0.13, 0.13, 0.13, 0.02, 0.06, 0.04, 0.04, 0.03, 0.06, 0.03, 0.06, 0.04, 0.10, 0.14, 0.13, 0.11, 0.02, 0.04, 0.06, 0.01, 0.06, 0.04, 0.04, 0.04, 0.06, 0.02, 0.04, 0.06, 0.02, 0.06, 0.03, 0.05, 0.02, 0.06, -0.40, -0.35, 0.02, -0.14, 0.02, -0.22, -0.16, 0.11, 0.08, 0.11, 0.11, 0.11, 0.10, 0.17, 0.21, -0.16, -0.20, 0.02, 0.01, -0.19, 0.00, 0.01, 0.01, 0.02, -0.10, -0.05, -0.10, 0.14, 0.13, 0.12, 0.13, 0.15, 0.07, 0.15]
}

{
  "formula": "C26H52O31S7",
  "method": "the ωB97M-V functional and the def2-TZVPD basis",
  "relative_energy_kcal_mol": 0.0,
  "homo_energy_ev": -9.40,
  "max_force_ev_per_a": 3.68,
  "e_lumo_ev": 0.04,
  "orbital_gap_ev": 9.44,
  "total_charge": 0,
  "symbols": ["C", "C", "O", "S", "O", "O", "O", "H", "H", "H", "H", "C", "C", "O", "S", "O", "O", "O", "H", "H", "H", "H", "C", "C", "O", "S", "O", "O", "O", "H", "H", "H", "H", "C", "C", "O", "S", "O", "O", "O", "H", "H", "H", "H", "C", "C", "O", "S", "O", "O", "O", "H", "H", "H", "H", "C", "C", "O", "S", "O", "O", "O", "H", "H", "H", "H", "C", "C", "O", "S", "O", "O", "O", "H", "H", "H", "H", "C", "C", "C", "O", "C", "H", "H", "H", "H", "H", "H", "H", "H", "C", "C", "C", "O", "C", "H", "H", "H", "H", "H", "H", "H", "H", "C", "C", "C", "O", "C", "H", "H", "H", "H", "H", "H", "H", "H"],
  "xyz": [[1.57691, 5.01813, 2.66488], [0.20839, 5.72086, 2.86476], [-0.63109, 4.67691, 3.29122], [0.14236, 3.93080, 4.49025], [-0.27630, 2.55872, 4.53516], [0.16585, 4.74028, 5.68257], [1.67967, 4.04032, 3.82626], [2.42932, 5.67475, 2.61670], [1.47856, 4.46971, 1.70513], [-0.18327, 6.08634, 1.92264], [0.26418, 6.52258, 3.54889], [-2.50592, -1.74838, -0.29152], [-3.35965, -2.96944, -0.66237], [-3.25644, -3.18143, -2.04216], [-1.92845, -2.43526, -2.63571], [-2.04936, -1.95102, -3.94490], [-0.82353, -3.31571, -2.33744], [-2.01376, -1.27274, -1.57118], [-1.69550, -1.89210, 0.43138], [-3.09665, -0.88792, 0.01475], [-4.39634, -3.00166, -0.32535], [-2.88851, -3.82928, -0.18496], [0.03717, -3.49301, 5.90227], [-0.24726, -4.61857, 4.83019], [-0.63364, -3.94402, 3.65006], [-0.33555, -2.39871, 3.69113], [-1.34578, -1.61559, 3.07872], [1.02403, -2.12283, 3.32792], [-0.49490, -2.28110, 5.32629], [1.12003, -3.39228, 5.98295], [-0.41180, -3.67274, 6.86983], [-1.06028, -5.25334, 5.17369], [0.63795, -5.21110, 4.63349], [-1.17403, 4.42647, -0.43757], [-0.99601, 3.99646, -1.87254], [-1.92597, 4.78247, -2.67035], [-3.18088, 5.30177, -1.73502], [-4.35483, 4.60127, -2.09448], [-3.15807, 6.71465, -1.71878], [-2.62356, 4.70408, -0.27346], [-0.62353, 5.32754, -0.17908], [-0.96587, 3.63515, 0.27897], [-1.10661, 2.93030, -1.96487], [-0.04229, 4.23509, -2.30902], [4.24283, -1.91338, 2.18611], [4.12674, -0.39473, 2.27013], [5.22103, 0.10728, 1.42736], [5.20968, -0.82081, 0.09565], [6.47425, -0.97045, -0.50272], [4.05721, -0.42111, -0.72396], [4.87265, -2.20088, 0.88818], [3.25549, -2.33066, 2.05380], [4.84448, -2.34528, 2.95334], [4.23450, -0.01804, 3.26415], [3.20129, 0.00139, 1.89514], [1.78410, -3.45147, -0.61183], [1.68972, -4.85504, -1.30260], [0.94413, -5.74889, -0.36782], [0.52551, -4.95923, 0.94588], [0.95078, -5.62860, 2.12076], [-0.77401, -4.43106, 0.81560], [1.59558, -3.66146, 0.80579], [0.97899, -2.83575, -0.99354], [2.77047, -3.07552, -0.80996], [2.64176, -5.29623, -1.59511], [1.11247, -4.71737, -2.20893], [-0.85480, 1.35997, 1.72506], [0.59344, 0.97922, 2.17256], [1.22632, 0.37187, 0.99293], [0.66595, 1.13344, -0.28162], [0.77168, 0.29254, -1.40744], [1.20305, 2.46680, -0.32644], [-0.83080, 1.19288, 0.25638], [-1.07486, 2.43261, 1.81167], [-1.58847, 0.76490, 2.18704], [0.63468, 0.25389, 3.01506], [1.16413, 1.89043, 2.43422], [-0.34801, 2.45863, -5.26353], [0.85674, 3.32723, -5.30850], [1.84974, 2.52354, -4.51221], [1.64916, 1.17829, -4.82058], [0.22169, 1.07095, -4.84046], [-0.90632, 2.47035, -6.21698], [-1.01365, 2.77754, -4.45499], [0.67324, 4.33653, -4.96766], [1.29720, 3.32223, -6.30106], [1.64187, 2.60832, -3.44937], [2.89338, 2.75634, -4.65112], [-0.11283, 0.80522, -3.82127], [-0.05973, 0.26080, -5.53017], [1.68198, -2.69707, -5.07441], [1.87600, -4.20814, -5.10512], [3.20202, -4.31677, -4.40384], [3.18296, -3.31397, -3.40804], [2.62907, -2.15166, -3.95201], [0.65641, -2.41150, -4.74778], [1.95660, -2.29247, -6.03475], [1.82199, -4.54041, -6.14132], [1.15158, -4.73781, -4.51767], [4.04984, -4.19084, -5.12542], [3.36723, -5.26962, -3.87372], [3.39584, -1.47752, -4.40432], [2.21373, -1.63316, -3.10447], [-5.15775, 1.36067, 3.95672], [-4.04910, 0.74738, 2.95306], [-4.27448, 1.62554, 1.70143], [-4.75829, 2.86352, 2.19114], [-5.73131, 2.52622, 3.12860], [-4.62280, 1.81558, 4.80766], [-5.80024, 0.56554, 4.32717], [-4.21866, -0.35883, 2.88160], [-3.05832, 0.87512, 3.30224], [-5.01754, 1.10401, 1.10026], [-3.37419, 1.89400, 1.15583], [-6.62034, 2.13803, 2.57193], [-5.99348, 3.41047, 3.67896]],
  "atomic_forces_ev_per_a": [[-1.307, -1.023, 0.110], [1.445, -0.214, -1.378], [-0.221, -0.986, 1.152], [1.505, 0.137, 0.697], [0.239, 1.150, -0.247], [-0.327, -0.878, -1.385], [-1.933, 1.086, -1.153], [0.279, 0.067, 0.456], [0.428, -0.204, 0.720], [-0.042, 0.010, -0.096], [-0.127, 0.795, 1.062], [-0.591, 1.308, -0.585], [0.944, -1.442, 1.726], [0.147, 0.682, -2.199], [0.536, -1.896, 2.645], [-0.770, 0.482, -0.611], [-0.669, 0.717, -0.222], [0.746, 0.209, -0.455], [-0.127, -0.401, -0.415], [-0.153, -0.146, 0.382], [-0.020, 0.640, -0.435], [-0.012, -0.095, 0.113], [0.593, -0.261, -1.307], [0.166, 0.319, 1.541], [-0.598, 0.652, -0.799], [0.885, 0.232, 1.789], [-0.404, -0.353, -0.033], [-0.491, -0.357, 0.335], [0.040, -0.235, -1.111], [-0.047, 0.153, 0.281], [-0.213, 0.104, -0.023], [-0.135, -0.008, -0.369], [0.071, -0.052, -0.086], [-1.214, 0.305, 0.640], [0.134, 0.615, -0.470], [-0.888, -0.178, 1.549], [1.331, -1.241, 0.574], [-0.133, -0.157, 0.126], [0.141, 0.378, 0.084], [0.636, 0.353, -2.162], [0.055, 0.127, -0.116], [0.105, 0.164, -0.262], [-0.732, -0.444, -0.328], [0.580, 0.145, 0.240], [-0.786, 0.395, -1.893], [0.705, 0.080, -0.654], [-0.072, -0.577, -0.316], [-3.128, -0.048, -0.156], [0.612, 0.373, 0.110], [2.031, -0.781, 1.614], [0.273, 1.130, 0.004], [-0.223, -0.379, 0.746], [0.335, -0.371, 0.432], [0.569, 0.229, 0.579], [-0.327, -0.157, -0.443], [-0.237, -1.349, -0.231], [-0.548, 0.715, 0.181], [0.509, 0.936, 0.145], [3.113, 1.906, -0.490], [-0.328, -0.672, -0.024], [-1.208, 0.009, -0.094], [-1.029, -1.915, -0.591], [0.129, 0.322, -0.030], [0.248, 0.557, 0.194], [-0.048, -0.181, 0.695], [-0.316, -0.294, 0.060], [1.956, 1.379, -1.368], [0.263, 0.386, 0.289], [-0.416, 0.339, 0.505], [0.374, 0.045, 0.768], [-0.251, -0.069, -0.164], [-0.364, -0.371, 0.118], [-0.353, -0.488, 0.083], [0.105, -0.444, 0.788], [-0.835, -0.864, -0.025], [-0.049, 0.493, -0.922], [-0.222, -0.569, -0.095], [-1.126, -0.899, 0.241], [1.216, -0.043, -0.678], [0.654, 0.306, 1.475], [-0.808, -0.266, -0.921], [-0.340, -0.696, -0.306], [0.186, -0.233, 0.539], [-0.161, 0.108, -0.330], [0.189, 0.266, 0.084], [-0.285, 0.459, -0.425], [-0.015, 0.414, 0.646], [0.328, 0.208, -0.248], [-0.011, 0.065, -0.338], [0.138, 0.211, 0.297], [-1.217, 1.101, 1.466], [0.056, 0.566, -0.074], [1.317, -0.868, -0.149], [0.891, -0.957, 0.475], [0.403, 0.167, -1.378], [0.472, -0.194, -0.867], [-0.210, 0.448, -0.235], [0.269, -0.349, 0.164], [-0.662, -0.179, 0.177], [-0.406, 0.147, 0.522], [-0.063, 0.241, -0.303], [-0.260, -0.488, 0.332], [-0.682, 0.429, -0.036], [2.271, 0.368, -0.182], [-1.971, -0.162, 0.470], [0.279, -0.341, 0.651], [0.436, -0.124, -0.296], [-1.369, -1.467, -0.381], [-0.226, -0.425, -0.113], [-0.395, 0.353, -0.173], [0.131, 1.000, -0.509], [0.792, 0.232, 0.815], [-0.147, 0.293, -0.592], [-0.049, -0.410, -0.332], [0.182, 0.430, 0.373], [-0.143, 0.269, 0.347]],
  "lowdin_charge": [-0.08, -0.19, -0.19, 0.68, -0.22, -0.22, -0.21, 0.13, 0.12, 0.12, 0.12, -0.11, -0.18, -0.18, 0.63, -0.19, -0.23, -0.20, 0.12, 0.12, 0.14, 0.11, -0.13, -0.14, -0.21, 0.63, -0.21, -0.22, -0.19, 0.12, 0.13, 0.13, 0.12, -0.15, -0.17, -0.19, 0.65, -0.22, -0.22, -0.20, 0.12, 0.08, 0.11, 0.12, -0.11, -0.13, -0.19, 0.65, -0.21, -0.25, -0.21, 0.10, 0.12, 0.13, 0.09, -0.15, -0.09, -0.18, 0.63, -0.22, -0.22, -0.21, 0.10, 0.11, 0.12, 0.09, -0.11, -0.12, -0.21, 0.57, -0.19, -0.22, -0.22, 0.11, 0.07, 0.12, 0.11, -0.15, -0.18, -0.24, -0.13, -0.17, 0.12, 0.09, 0.11, 0.12, 0.10, 0.13, 0.10, 0.12, -0.13, -0.16, -0.22, -0.16, -0.18, 0.10, 0.10, 0.12, 0.09, 0.13, 0.12, 0.13, 0.10, -0.12, -0.13, -0.20, -0.13, -0.23, 0.10, 0.10, 0.12, 0.06, 0.12, 0.10, 0.13, 0.12]
}